Record 1
{"formula": "C2H6NO2", "method": "the ωB97M-V functional and the def2-TZVPD basis", "gap_ev": [10.60, 8.30], "total_charge": 1, "e_homo_ev": [-17.8, -16.2], "relative_energy_ev": 9.768, "largest_force_ev_per_a": 8.402, "species": ["C", "C", "N", "O", "O", "H", "H", "H", "H", "H", "H"], "positions_angstrom": [[1.59147, -0.90817, 0.02773], [-1.69074, 0.71920, -0.05267], [0.35953, -0.25444, -0.14071], [0.69907, 1.44400, -0.20216], [-0.87178, -0.45680, -0.00077], [1.48628, -2.08329, -0.02402], [1.86802, -0.74289, 1.01980], [2.31652, -0.48630, -0.70795], [-2.53097, 0.51991, -0.72131], [-1.08541, 1.54634, -0.06530], [-2.14199, 0.70242, 0.86735]], "mulliken_charge": [-0.5136, -0.5805, 0.3800, -0.2120, -0.0766, 0.3211, 0.3331, 0.2723, 0.2962, 0.4376, 0.3422]}

=====

Record 2
{"formula": "C2H6NO2", "method": "the ωB97M-V functional and the def2-TZVPD basis", "s2": 2.009, "gap_ev": [7.91, 8.16], "total_charge": 1, "e_homo_ev": [-14.3, -17.2], "relative_energy_ev": 0.000, "spin_multiplicity": 3, "largest_force_ev_per_a": 6.137, "species": ["C", "C", "N", "O", "O", "H", "H", "H", "H", "H", "H"], "positions_angstrom": [[1.75857, -0.55339, 0.02605], [-1.83597, 0.35838, -0.03536], [0.68141, 0.30323, 0.09854], [0.58258, 1.44466, 0.22293], [-0.86348, -0.55314, -0.14296], [1.55443, -1.21173, -0.89542], [1.82107, -1.25255, 0.78734], [2.83189, -0.10487, -0.16111], [-2.76422, -0.21545, -0.09242], [-1.69233, 1.09639, -0.73240], [-2.07395, 0.68848, 0.92479]], "mulliken_charge": [-0.6483, -0.5140, 0.5986, -0.3203, -0.1387, 0.3077, 0.3408, 0.3284, 0.3201, 0.3587, 0.3669]}

=====

Record 3
{"formula": "C2H6NO2P", "method": "the ωB97M-V functional and the def2-TZVPD basis", "gap_ev": 9.76, "total_charge": 0, "e_homo_ev": -9.5, "relative_energy_ev": 0.571, "largest_force_ev_per_a": 2.399, "species": ["C", "C", "O", "P", "N", "O", "H", "H", "H", "H", "H", "H"], "positions_angstrom": [[-0.72697, 1.59232, 0.44555], [0.19755, 0.83865, -0.38700], [0.97495, 1.27699, -1.16926], [-0.23460, -0.99133, -0.10409], [1.21498, -1.72011, -0.58931], [-1.42823, -1.57540, -0.73861], [-1.71814, 1.64472, -0.10272], [-0.37206, 2.61972, 0.48984], [-0.73413, 1.15374, 1.42244], [-0.40566, -0.78824, 1.36225], [1.97129, -1.28825, -0.10506], [1.26102, -2.76282, -0.52404]], "mulliken_charge": [-1.0543, 0.5258, -0.4711, 0.5804, -0.5288, -0.6240, 0.2668, 0.3187, 0.4132, 0.0506, 0.2520, 0.2707]}

=====

Record 4
{"formula": "C2H6NO2P", "method": "the ωB97M-V functional and the def2-TZVPD basis", "gap_ev": 8.34, "total_charge": 0, "e_homo_ev": -7.7, "relative_energy_ev": 2.891, "largest_force_ev_per_a": 3.907, "species": ["N", "C", "C", "O", "O", "P", "H", "H", "H", "H", "H", "H"], "positions_angstrom": [[-2.03173, 0.45779, 0.07675], [-0.72111, 0.94404, 0.06665], [0.43399, 0.17916, 0.12488], [0.45419, -1.19570, 0.17529], [1.75862, 0.75029, 0.07707], [3.24490, 0.11019, -0.04244], [-2.68224, 0.95706, -0.45349], [-2.14247, -0.54193, -0.02063], [-0.44107, 2.01776, 0.35355], [0.95293, -1.42876, 1.03314], [2.72743, -1.21996, -0.24493], [3.67282, 0.06905, -1.50902]], "mulliken_charge": [-0.4691, -0.2240, 0.4489, -0.5525, -0.2894, -0.0526, 0.2223, 0.2197, 0.2533, 0.3575, 0.0384, 0.0475]}

=====

Record 5
{"formula": "C2H6NO2P", "method": "the ωB97M-V functional and the def2-TZVPD basis", "gap_ev": 9.78, "total_charge": 0, "e_homo_ev": -8.9, "relative_energy_ev": 0.061, "largest_force_ev_per_a": 1.207, "species": ["C", "C", "N", "O", "O", "P", "H", "H", "H", "H", "H", "H"], "positions_angstrom": [[1.64332, -0.61730, -0.04605], [0.91916, 0.43226, 0.30582], [-0.01556, 1.04733, -0.54210], [-2.60526, 0.53677, 0.81155], [-1.34012, -1.41859, -0.05022], [-2.06325, 0.00359, -0.43807], [1.58933, -1.02944, -1.04029], [2.29277, -1.10836, 0.65391], [0.93976, 0.83488, 1.30877], [0.18361, 0.89249, -1.52421], [-0.18732, 2.02381, -0.33563], [-1.35643, -1.59744, 0.89653]], "mulliken_charge": [-0.6843, -0.0209, -0.4821, -0.5100, -0.4067, 0.3820, 0.2079, 0.2632, 0.2978, 0.3278, 0.3010, 0.3243]}

=====

Record 6
{"formula": "C2H6NO2P", "method": "the ωB97M-V functional and the def2-TZVPD basis", "gap_ev": 10.48, "total_charge": 0, "e_homo_ev": -9.7, "relative_energy_ev": 0.309, "largest_force_ev_per_a": 3.687, "species": ["C", "P", "O", "C", "N", "O", "H", "H", "H", "H", "H", "H"], "positions_angstrom": [[-1.66797, 0.99340, -0.07754], [-0.50705, -0.29101, 0.36444], [-0.79266, -1.63327, -0.08234], [1.26253, 0.14661, -0.04630], [1.86812, -0.99699, -0.40334], [1.79987, 1.19979, 0.23802], [-1.52571, 1.22904, -1.21633], [-2.71129, 0.57004, 0.13340], [-1.50512, 1.93117, 0.35751], [-0.50064, -0.07116, 1.68275], [2.83703, -1.16147, -0.70801], [1.44290, -1.91615, -0.24225]], "mulliken_charge": [-0.8571, 0.5617, -0.6749, 0.4719, -0.3624, -0.5598, 0.2633, 0.2811, 0.3785, 0.0440, 0.2229, 0.2308]}

=====

Record 7
{"formula": "C2H6NO2S", "method": "the ωB97M-V functional and the def2-TZVPD basis", "gap_ev": 7.24, "total_charge": -1, "e_homo_ev": -3.0, "relative_energy_ev": 4.593, "largest_force_ev_per_a": 3.426, "species": ["C", "C", "N", "O", "O", "S", "H", "H", "H", "H", "H", "H"], "positions_angstrom": [[-2.10665, 0.55057, 1.34505], [1.19297, -1.04823, -0.59473], [-0.15501, -0.51661, -0.67989], [2.05084, 0.04599, -0.62172], [0.17138, 1.86425, 0.49829], [-0.43481, 0.54929, 0.88902], [-2.35793, -0.45184, 1.41089], [-2.81712, 1.13253, 0.74643], [1.43360, -1.54612, 0.34857], [1.67411, -1.63841, -1.46528], [1.48635, 0.82208, -0.50536], [-0.13773, 0.23650, -1.37128]], "mulliken_charge": [-0.8367, 0.0055, -0.6587, -0.5611, -0.6837, 0.3761, 0.2397, 0.1829, 0.1730, 0.1636, 0.3072, 0.2923]}

=====

Record 8
{"formula": "C2H6NO2S2", "method": "the ωB97M-V functional and the def2-TZVPD basis", "gap_ev": 7.48, "total_charge": -1, "e_homo_ev": -4.3, "relative_energy_ev": 1.514, "largest_force_ev_per_a": 1.707, "species": ["C", "S", "S", "H", "H", "H", "H", "N", "C", "O", "O", "H", "H"], "positions_angstrom": [[1.74219, 2.78283, -1.23326], [2.46051, 1.15734, -1.65419], [0.75509, -0.01341, -0.91913], [0.80265, 2.88699, -1.76148], [2.42503, 3.58916, -1.50902], [1.54963, 2.81314, -0.16663], [1.51226, -0.51781, 0.04926], [-2.32577, -1.73690, 1.79125], [-1.42570, -2.13136, 0.67442], [-1.34477, -3.33231, 0.39467], [-0.84672, -1.16760, 0.13418], [-3.26197, -2.06970, 1.58577], [-2.04243, -2.26036, 2.61417]], "mulliken_charge": [-0.7792, -0.2498, 0.0481, 0.2660, 0.2702, 0.2795, 0.1276, -0.6214, 0.5255, -0.6833, -0.6763, 0.2424, 0.2506]}